Entry 1:
3 unconnected molecules or ions with the total composition C16H48N6O3P3 at a distorted geometry, computed with the ωB97M-V functional and the def2-TZVPD basis.

XYZ file:
```
76
Properties=species:S:1:pos:R:3:forces:R:3
C 2.654 0.558 -2.073 -0.41 -0.56 0.19
O 2.859 -6.035 2.460 -1.75 0.80 -3.81
H 1.861 2.437 -2.831 0.27 -0.09 1.15
C 1.310 -7.227 4.123 0.25 -0.17 -0.35
H -0.861 5.241 -1.443 -0.10 -0.13 -0.12
H 3.392 -2.198 4.527 0.10 -0.17 -0.24
H -5.795 3.133 -4.344 0.14 0.31 0.13
P -2.472 3.289 -2.724 -0.70 -4.68 6.80
H 1.968 -3.010 5.053 -0.20 -0.20 -0.13
H 0.245 -4.274 5.196 0.21 0.11 -0.09
H -4.269 5.695 -2.520 0.18 -0.15 0.09
H 1.870 -1.881 3.700 -0.06 0.08 0.00
H 2.801 5.170 -2.973 0.59 0.03 0.70
H -2.394 6.106 -1.544 -0.02 0.16 0.12
H 0.564 -7.725 4.749 -0.09 0.31 0.06
H 3.727 0.545 -0.157 -0.11 -0.79 -0.34
C -4.752 2.852 -4.177 -0.32 -0.58 -0.10
H -2.169 -0.341 -3.123 -0.25 0.13 0.14
H 1.703 -5.114 5.813 0.01 0.05 0.05
H -4.056 2.977 -0.030 0.01 -0.09 -0.29
C 0.470 -2.928 1.420 0.47 0.55 0.12
H -1.731 -3.775 2.333 0.27 0.18 -0.16
C 2.543 2.122 -1.991 0.59 0.17 -0.91
C 3.918 2.875 -2.261 -0.29 0.25 0.09
H 4.782 2.474 -1.679 -0.70 0.51 -0.19
H -4.767 1.779 -4.008 0.27 0.12 0.18
H -1.752 5.595 0.021 -0.16 -0.16 -0.02
C 3.820 -3.288 2.289 0.31 -0.53 -0.17
H -3.134 1.017 -0.579 -0.03 0.01 0.05
C -4.447 5.033 -3.366 -0.08 0.52 0.55
H 1.626 0.181 -2.337 0.97 0.32 0.23
H -1.205 -5.137 3.269 0.35 -0.02 -0.03
P 1.752 -4.987 2.623 2.05 0.05 7.96
C -1.869 5.297 -1.024 0.50 -0.10 -0.13
H -5.493 5.185 -3.638 0.08 -0.22 -0.02
H -3.822 5.365 -4.199 -0.19 0.06 -0.08
C -0.937 -4.522 2.413 -0.43 -0.21 0.39
C -3.679 3.976 -0.211 -0.54 0.06 -0.11
C -1.769 0.657 -2.920 0.31 0.23 -0.20
P 3.575 4.693 -1.864 -0.27 -1.37 -0.58
H 0.588 -3.471 0.477 -0.17 0.13 -0.08
O 1.836 -0.282 0.091 0.59 -0.19 -0.31
H -1.046 0.571 -2.097 0.06 -0.05 -0.05
H -0.961 -5.154 1.521 -0.15 0.07 -0.03
H 3.480 -1.149 -0.850 -0.48 0.91 0.19
H -3.359 4.328 0.774 0.23 0.10 -0.20
H 2.172 2.502 -1.001 -0.07 -0.68 -0.90
O -0.951 3.075 -2.683 -0.55 2.51 -3.22
H 2.699 4.810 -0.737 0.69 0.04 -0.52
H 4.330 -4.130 1.816 -0.17 -0.06 0.06
H 1.299 -2.230 1.517 0.12 -0.18 0.10
N 2.812 -3.753 3.243 0.48 0.66 -0.51
H -4.619 1.506 -1.454 0.12 0.19 0.10
C -3.651 1.011 -1.546 -0.73 0.18 -0.17
H 1.309 -7.757 3.171 0.16 0.11 0.08
H -4.523 4.607 -0.514 -0.06 0.02 0.01
H 2.291 -7.359 4.596 -0.01 -0.09 -0.06
H -1.235 0.957 -3.822 0.03 0.06 0.17
H 3.320 0.220 -2.913 -0.41 0.54 0.78
H 3.390 -2.673 1.488 0.05 0.20 -0.02
N -2.840 1.597 -2.598 0.28 -0.41 -0.40
N -2.560 4.011 -1.142 0.27 0.86 0.11
H -0.425 -2.306 1.350 -0.04 -0.20 0.11
H 0.103 -5.865 5.853 0.12 -0.15 -0.13
H 4.756 5.458 -1.678 -0.62 -0.07 -0.08
N 0.985 -5.812 3.944 -0.27 -0.51 -0.01
H 4.597 -2.697 2.781 -0.17 -0.03 0.14
H -4.188 3.044 -5.094 -0.16 0.03 -0.07
C 0.766 -5.231 5.256 -0.56 0.49 -0.12
N -4.191 3.609 -3.024 1.45 0.99 -3.11
H 4.214 2.870 -3.343 -0.31 -0.03 0.89
N 0.384 -3.858 2.575 -0.47 -1.51 -3.07
H -3.899 -0.028 -1.783 0.21 0.04 -0.10
C 2.478 -2.674 4.157 -0.42 0.24 -0.03
H 1.546 0.584 0.403 0.09 -0.11 -0.06
C 3.027 -0.138 -0.704 -0.34 1.13 -0.38
```
Positions in Å, forces in eV/Å.

Output
LUMO energy in Eh: -0.1286
Spin multiplicity: 1
Largest force on an atom in eV/A: 8.283
HOMO level in eV: -9.48
Net charge: +1
Frontier orbital gap in eV: 5.977

---

Entry 2:
A molecular structure, C37H47BCrF4N3O4PSSbSi3 at a distorted geometry, computed with the ωB97M-V functional and the def2-TZVPD basis.

XYZ file:
```
103
Properties=species:S:1:pos:R:3:forces:R:3
H 0.886 3.869 -2.078 -0.33 -0.46 -1.11
F -1.326 -4.238 -1.973 0.00 0.62 0.84
H 1.943 -1.138 5.226 -0.01 0.22 0.59
C 2.462 -0.849 -4.709 -0.74 0.10 -0.37
H 2.427 0.221 -4.929 -0.25 -0.32 0.12
C -3.676 -1.349 -4.539 1.25 1.13 1.28
C -2.599 -0.681 -2.223 -0.44 -0.32 -0.27
C 0.313 3.762 -4.185 -1.02 -2.14 -0.51
C 3.400 -1.612 -5.380 0.17 -0.15 -0.49
H -2.833 2.474 2.630 -0.54 -0.37 0.12
C 1.738 -2.791 -3.545 -0.87 -0.56 -0.85
C -1.099 -1.863 -5.494 -0.60 0.24 -0.65
H 4.837 -0.500 2.258 0.22 -0.10 0.23
H 0.115 3.668 0.444 0.91 0.18 -0.09
C -2.200 1.003 1.193 -1.40 1.18 1.12
F -0.807 -5.099 0.085 -0.01 0.54 0.24
Si 3.622 -0.808 0.215 -0.09 -0.27 -1.64
C 5.131 -0.382 1.213 -0.76 0.56 0.99
H -6.123 -0.679 4.060 0.32 0.60 0.08
H -2.148 -2.509 -7.286 0.33 0.66 -0.13
C 2.594 -3.585 -4.290 0.35 -0.51 0.82
C -3.049 -1.102 1.250 0.25 -1.08 -0.56
C 3.587 3.028 0.393 -0.82 -0.95 -0.63
N -2.254 -0.216 0.662 1.09 0.56 -0.05
C -0.119 0.338 4.209 -0.59 0.28 1.01
H -4.604 -1.043 -4.105 -0.82 -0.24 -0.15
H 3.224 3.349 -0.610 0.27 -0.39 0.52
F -1.191 -2.809 -0.105 -0.26 0.25 0.11
C -3.464 -1.710 -5.847 -1.56 0.59 -0.45
C -0.214 2.912 -5.215 1.48 1.95 1.24
H 0.299 1.040 4.942 0.65 -0.38 -0.28
H 3.442 -0.767 -2.322 0.26 0.15 0.11
H 3.975 -1.139 -6.192 0.03 -0.26 0.73
H -1.545 1.748 0.755 0.18 -0.29 -0.21
H 1.869 2.017 3.891 -0.41 -0.24 0.41
H 0.507 1.434 -1.698 0.55 0.42 -0.20
Cr -0.941 -0.692 -0.957 0.03 -0.24 0.02
H 0.006 3.574 2.067 -0.46 0.05 1.47
C -4.785 2.224 5.959 -0.22 1.46 1.13
H 3.137 -2.969 1.226 -0.58 -0.40 1.36
C 3.464 -3.001 -5.179 0.57 -0.10 -1.18
S -4.133 3.675 6.943 0.15 1.29 -2.29
H -3.072 -2.146 0.863 0.07 1.13 0.24
C -4.649 0.938 4.101 0.19 -1.22 -0.99
C 0.069 1.052 -3.747 0.70 -0.81 1.05
C 3.364 -2.660 0.245 -0.95 0.20 -1.94
N -4.251 1.980 4.785 1.29 0.53 -0.53
Sb 1.252 -0.036 0.741 0.72 1.32 0.49
H 5.861 -1.140 0.990 0.51 -0.23 -0.15
H 0.734 -3.044 2.237 0.34 -0.07 -0.38
H 1.233 4.695 1.433 -0.13 0.47 0.06
H 3.579 0.891 -1.656 -0.30 -0.26 -0.02
N -5.818 1.587 6.529 0.24 -0.61 -1.47
C 2.445 -0.964 4.284 0.38 -0.30 -0.66
H 5.547 0.626 1.133 -0.02 -0.20 -0.26
C 0.586 3.217 -2.946 0.86 1.79 1.64
H 0.365 4.809 -4.285 0.09 1.07 -0.44
H 2.886 3.363 3.428 -0.07 -0.14 0.23
H 4.339 2.218 0.285 -0.26 0.79 -0.01
H -0.805 0.969 3.698 -0.85 0.30 -0.68
H 4.225 -3.241 -0.032 0.61 -0.19 -0.39
C -0.270 1.560 -5.001 -0.27 -0.15 1.04
C -6.300 0.595 5.753 -0.13 1.03 1.68
H -4.431 -1.487 2.760 0.09 -0.24 0.15
Si 0.920 -0.764 3.156 1.24 -0.41 0.83
C 0.183 -2.455 2.958 -1.13 -0.78 0.24
H 3.174 -0.160 4.363 -0.46 0.35 0.14
C 2.660 2.300 3.232 1.31 0.80 -0.22
H -0.123 -2.104 -5.901 0.08 0.04 0.30
H 2.525 -4.658 -4.098 0.43 0.27 -0.19
O -5.194 4.678 6.824 0.45 -0.67 -0.13
H -0.717 -0.330 4.845 -0.12 -0.03 -0.18
O -3.669 -0.503 -1.670 -0.43 0.07 -0.44
C -2.575 -1.124 -3.694 0.52 -0.54 -0.35
O -3.995 3.093 8.228 0.23 -0.88 2.03
H 1.070 -3.227 -2.850 -0.39 -0.67 0.49
B -0.691 -3.979 -0.719 0.59 -1.39 -1.71
H -7.199 0.164 6.203 0.27 -0.41 -0.59
C 1.516 -1.482 -3.866 1.89 1.32 -0.67
H 0.128 -3.121 3.860 -0.06 0.89 -0.49
H -0.834 -2.371 2.506 0.54 -0.11 0.44
C -3.022 1.458 2.277 2.01 -0.23 -1.90
C -5.710 0.208 4.569 -1.23 -1.68 -0.48
C 0.763 3.727 1.345 0.01 -1.06 -1.30
H 3.979 3.912 0.868 0.44 0.25 0.30
C 0.482 1.880 -2.694 -1.01 -1.04 -0.91
H 3.079 -1.835 4.153 -0.11 -0.49 -0.45
F 0.679 -3.713 -1.046 -0.40 -0.04 0.69
C -3.774 -0.742 2.335 -2.12 -1.34 0.72
C -3.859 0.527 2.836 -0.08 1.93 1.92
H -0.454 3.410 -6.136 -0.34 -0.27 -0.39
H 3.598 1.761 3.487 -0.69 0.14 -0.41
P 0.054 -0.723 -3.210 -0.74 0.86 0.51
H -0.737 0.899 -5.683 -0.12 -0.55 -0.92
H 4.164 -3.609 -5.802 -0.68 0.53 0.64
C 3.931 -0.148 -1.565 -0.93 0.26 0.88
H 2.493 -2.957 -0.445 1.27 0.45 1.12
C -2.203 -1.964 -6.344 0.36 -1.44 0.47
H -4.344 -1.688 -6.506 0.50 -0.44 0.16
O -2.866 4.067 6.310 -0.97 -0.47 0.19
C -1.297 -1.377 -4.202 0.10 0.06 -0.44
H 4.981 -0.042 -1.728 0.91 -0.40 -0.30
Si 2.127 2.406 1.450 -0.52 -0.37 -0.68
```
Positions in Å, forces in eV/Å.

Output
LUMO energy (alpha / beta) in Eh: 0.0646 / 0.0600
Spin multiplicity: 5
Largest force on an atom in eV/A: 2.775
ΔE to the lowest compared entry with this formula, charge and spin in kcal per mole: 30.7
HOMO level (alpha / beta) in eV: -5.48 / -5.48
Net charge: -1
Frontier orbital gap (alpha / beta) in eV: 7.237 / 7.113

---

Entry 3:
A molecular structure, C35H53BN5P2Pt, computed with the ωB97M-V functional and the def2-TZVPD basis.

XYZ file:
```
97
Properties=species:S:1:pos:R:3:forces:R:3
C 1.699 -3.651 -0.872 -0.02 0.01 0.04
C -3.258 2.267 -0.324 0.00 0.00 0.01
H -0.093 -5.297 0.550 0.00 -0.01 0.00
H -2.958 -3.749 -1.503 0.01 0.00 -0.03
C 1.712 -0.602 -4.774 -0.02 -0.01 -0.02
H -1.239 -3.840 -2.689 -0.02 0.00 -0.02
C -0.370 0.557 -4.698 0.00 -0.02 -0.01
C -2.085 0.012 5.657 0.00 -0.04 0.01
C 4.963 -0.589 1.151 0.06 0.02 0.05
H -2.160 -1.987 6.417 0.00 -0.01 0.00
C -0.961 0.310 3.578 -0.01 -0.03 0.03
H 1.668 5.457 0.329 0.00 -0.01 0.00
C -0.190 -3.631 -2.498 0.01 0.02 0.02
H -1.710 2.998 -2.503 0.00 -0.01 -0.01
H 2.300 3.982 -1.641 0.00 0.01 0.02
H -2.558 -3.386 2.215 0.02 0.01 0.00
H 1.664 2.333 -1.742 0.00 0.01 -0.01
H -1.301 4.617 -1.928 0.00 0.01 0.00
C 3.663 -0.779 0.726 -0.06 0.02 -0.07
N -0.456 0.900 2.417 0.10 0.11 0.05
H -3.971 -1.095 0.713 0.00 -0.03 0.02
H 2.481 -1.124 -2.835 -0.02 0.03 0.01
C -3.093 -2.730 -1.143 0.05 0.00 0.01
H 0.650 3.707 -2.202 0.05 -0.02 -0.01
H 2.531 -1.057 -5.312 0.01 -0.01 0.01
C 7.191 0.360 0.734 0.02 0.00 0.00
H 2.187 -4.207 -1.676 -0.01 -0.02 0.01
H -0.903 -2.972 4.524 0.00 0.00 0.01
C -2.526 4.508 0.510 0.01 0.01 -0.02
H -3.942 -3.675 1.179 0.00 0.00 0.01
C -2.014 3.800 -1.828 -0.01 0.00 0.02
H 5.993 1.196 -1.530 -0.01 -0.01 -0.01
H -2.464 -4.594 0.922 0.00 -0.02 0.00
C -0.816 2.225 1.977 0.02 -0.07 -0.06
H -1.869 2.401 2.205 -0.03 0.02 -0.03
H 0.648 0.051 -6.523 0.00 0.00 0.00
H -0.417 -3.396 2.231 -0.02 -0.02 -0.01
C -1.656 0.861 4.639 0.01 0.03 -0.04
H -1.940 5.394 0.277 0.00 0.00 0.03
H -0.241 3.003 2.488 -0.02 0.04 0.00
H 0.271 5.049 1.323 -0.01 0.02 0.00
H -2.628 0.421 6.497 0.00 0.01 0.00
C 4.036 0.369 -1.215 -0.07 0.07 0.04
H -1.216 1.032 -5.175 0.00 0.00 0.01
H -3.031 1.412 -0.965 -0.01 0.01 -0.02
C 0.663 0.010 -5.442 0.00 0.00 0.01
C 2.039 2.913 0.873 0.00 0.00 0.00
N 3.197 -0.320 -0.440 0.35 -0.25 0.08
H 2.950 -1.304 1.350 0.01 -0.02 0.00
C -2.881 -1.155 0.774 -0.03 -0.02 0.01
H -2.599 -1.024 1.819 0.02 0.01 0.00
H 2.098 1.823 0.819 0.03 0.04 0.01
H -1.861 1.923 4.682 0.00 0.00 0.00
H 2.055 -4.065 0.072 0.01 0.01 0.00
C 1.693 -0.632 -3.391 0.02 -0.05 0.00
C -1.115 -1.910 4.548 0.04 -0.02 -0.04
C -0.253 -5.173 -0.523 -0.01 0.00 -0.02
H 0.028 -2.626 -2.860 0.01 0.00 0.00
C 5.352 0.625 -0.874 0.08 0.05 0.00
H 3.637 0.747 -2.148 0.00 0.00 0.00
H 3.003 3.321 0.559 -0.01 0.06 0.00
H -1.299 -5.380 -0.746 -0.01 0.00 0.01
C 0.120 -2.617 1.691 -0.07 0.03 -0.11
H 5.297 -0.985 2.100 -0.01 0.00 0.00
C 1.408 3.367 -1.496 -0.02 -0.01 0.02
H -2.984 4.169 -2.169 0.00 0.01 0.01
C -2.423 -2.513 0.219 0.07 0.19 -0.09
C -0.687 -1.072 3.534 -0.11 0.01 0.01
H -2.423 4.307 1.575 -0.02 -0.03 0.03
H 1.888 3.195 1.915 -0.03 -0.04 0.03
C -0.305 0.488 -3.318 -0.03 -0.03 -0.03
C -2.142 3.318 -0.379 0.09 -0.06 -0.05
N 8.278 0.540 1.052 0.01 0.01 0.00
H 0.399 -4.337 -3.088 0.00 -0.01 0.02
P -0.581 2.375 0.130 -0.04 -0.13 0.14
Pt 0.622 -0.060 -0.360 -0.94 -0.12 -0.29
P -0.564 -2.371 -0.029 0.42 0.18 0.18
C 0.704 4.939 0.328 0.00 0.00 -0.02
C -1.819 -1.351 5.611 -0.02 0.04 0.02
H -3.429 1.895 0.688 0.00 -0.02 -0.01
H -4.192 2.712 -0.676 0.00 0.02 0.02
B 0.162 -0.109 1.615 0.06 0.00 0.08
N 0.712 -0.086 -2.667 0.12 0.15 0.05
H 0.347 -5.930 -1.036 -0.01 -0.01 0.00
N -0.009 -1.336 2.345 0.21 -0.05 0.09
C 5.829 0.130 0.334 -0.11 -0.03 -0.01
C 0.936 3.475 -0.039 0.01 -0.15 -0.11
H -2.462 -0.330 0.200 -0.02 0.00 -0.02
H 2.027 -2.611 -0.934 0.01 0.00 -0.04
H 0.063 5.448 -0.389 0.00 0.01 0.00
H 1.164 -2.929 1.613 -0.02 -0.02 0.03
C 0.173 -3.790 -1.015 -0.06 0.10 -0.04
H -1.093 0.890 -2.696 0.00 0.04 0.01
C -2.851 -3.614 1.190 -0.02 0.00 0.01
H -2.716 -2.036 -1.899 -0.01 0.00 -0.01
H -3.576 4.754 0.331 0.01 0.01 -0.02
H -4.166 -2.560 -1.039 0.00 0.00 0.01
```
Positions in Å, forces in eV/Å.

Output
LUMO energy (alpha / beta) in Eh: -0.1014 / -0.1460
Spin multiplicity: 3
Largest force on an atom in eV/A: 0.994
ΔE to the lowest compared entry with this formula, charge and spin in kcal per mole: 5.1
HOMO level (alpha / beta) in eV: -8.41 / -10.00
Net charge: +1
Frontier orbital gap (alpha / beta) in eV: 5.647 / 6.031

---

Entry 4:
2 unconnected molecules or ions with the total composition C10H16NO at a distorted geometry, computed with the ωB97M-V functional and the def2-TZVPD basis.

XYZ file:
```
28
Properties=species:S:1:pos:R:3:forces:R:3
H 1.059 2.554 1.027 -0.03 -0.28 -0.08
H 2.912 -0.279 0.842 -0.31 0.04 0.18
C -3.272 -0.338 1.120 0.49 0.10 -0.13
H 1.013 1.322 -3.040 -0.34 -0.33 0.12
C -2.326 -1.338 1.373 0.35 -0.22 0.05
H -1.160 2.189 0.231 -0.25 -0.39 0.02
H 1.747 -2.291 -2.153 -0.09 -0.05 0.03
C -0.967 -1.087 1.215 -0.04 -0.06 0.04
H -3.561 1.720 0.518 0.22 -0.22 0.08
C 1.330 1.839 0.235 0.50 0.05 -0.64
C 1.922 -0.377 1.315 0.47 -0.66 -0.71
H -2.651 -2.330 1.695 0.11 0.37 -0.09
C -0.490 0.186 0.770 -0.37 -0.43 -0.31
C -2.835 0.929 0.709 0.27 0.23 -0.07
H 2.038 -0.030 2.357 -0.22 0.14 -0.33
H 1.740 -0.045 -1.116 0.08 -0.07 0.06
C 0.902 0.461 0.616 -0.88 0.97 2.20
N 1.552 -0.247 -2.093 -0.85 0.66 -0.82
H 0.848 2.169 -0.697 0.06 -0.11 0.33
H -4.338 -0.542 1.237 0.35 0.06 -0.02
C 0.955 -1.549 -2.266 0.18 -0.54 0.05
H 0.563 -1.610 -3.285 0.09 -0.02 0.23
C -1.482 1.188 0.531 -0.02 0.04 -0.18
H -0.249 -1.878 1.449 -0.40 0.24 -0.19
H 2.419 1.899 0.100 -0.35 -0.06 0.08
H 0.149 -1.759 -1.551 -0.06 0.01 -0.12
H 1.671 -1.442 1.357 0.04 0.29 0.03
O 0.514 0.686 -2.495 0.98 0.24 0.18
```
Positions in Å, forces in eV/Å.

Output
LUMO energy in Eh: -0.2223
Spin multiplicity: 1
Largest force on an atom in eV/A: 2.558
ΔE to the lowest compared entry with this formula, charge and spin in kcal per mole: 25.1
HOMO level in eV: -13.02
Net charge: +1
Frontier orbital gap in eV: 6.969